--- P ---
Here is C4H10OSi in the gas phase from OMol25. Energies are from wB97M-V/def2-TZVPD.

## Properties
- Highest occupied orbital energy: -9.31 eV
- SMILES string: C=C(C)[SiH2]OC
- E_LUMO: 0.95 eV

Geometry as ORCA input:
```
! wB97M-V def2-TZVPD RIJCOSX def2/J DEFGRID3
* xyz 0 1
C -1.13 0.01 -1.03
C -1.01 0.35 0.23
C -2.08 -0.11 1.18
Si 0.75 1.12 0.83
O 1.78 0.67 -0.40
C 2.40 -0.55 -0.74
H -0.19 0.23 -1.70
H -1.96 -0.37 -1.58
H -2.94 0.23 0.72
H -2.03 0.40 2.18
H -2.07 -1.18 1.12
H 0.67 2.51 1.25
H 1.03 0.17 2.00
H 2.95 -1.04 0.01
H 3.06 -0.44 -1.58
H 1.70 -1.32 -1.23
*
```



--- Q ---
Here is C4H10OSi in the gas phase from OMol25. Energies are from wB97M-V/def2-TZVPD.

## Properties
- Highest occupied orbital energy: -9.64 eV
- SMILES string: C=C[Si](C)(C)O
- E_LUMO: 0.77 eV

Geometry as ORCA input:
```
! wB97M-V def2-TZVPD RIJCOSX def2/J DEFGRID3
* xyz 0 1
C 1.57 -1.82 -0.41
C 0.99 -1.24 0.64
Si -0.45 0.12 0.17
C -0.11 0.64 -1.65
C -0.59 1.54 1.43
O -1.87 -0.63 0.13
H 2.44 -2.52 -0.20
H 1.26 -1.87 -1.46
H 1.38 -1.25 1.66
H 0.65 -0.08 -2.00
H -0.93 0.62 -2.37
H 0.31 1.66 -1.79
H 0.11 1.62 2.23
H -0.79 2.57 0.86
H -1.57 1.38 1.91
H -2.43 -0.76 0.86
*
```



It comes down to Q, which is 38.1 kcal/mol more stable than the next structure.



--- P ---
Here is 2 unconnected molecules or ions with the total composition C4H8NOS from OMol25. Energies are from wB97M-V/def2-TZVPD.

## Properties
- Highest occupied orbital energy: -14.39 eV
- E_LUMO: -5.24 eV

Geometry as ORCA input:
```
! wB97M-V def2-TZVPD RIJCOSX def2/J DEFGRID3
* xyz 1 1
C -0.26 2.14 -1.55
C -2.04 0.58 -1.28
C 0.50 -0.63 1.05
C 1.45 -1.58 1.69
N 0.82 0.12 0.10
O -1.14 1.47 -1.96
S 0.98 3.06 -1.40
H -1.45 -0.04 -0.53
H -2.45 -0.04 -2.08
H -0.56 -0.63 1.26
H 1.50 -1.53 2.84
H 2.36 -1.40 1.11
H 1.33 -2.65 1.43
H -2.87 1.14 -0.71
H 1.85 0.00 0.02
*
```



--- Q ---
Here is a gas-phase ion, C4H8NOS (charge +1) from OMol25. Energies are from wB97M-V/def2-TZVPD.

## Properties
- Highest occupied orbital energy: -13.85 eV
- SMILES string: C=CC(=[NH2+])[C@@H](O)S
- E_LUMO: -5.63 eV

Geometry as ORCA input:
```
! wB97M-V def2-TZVPD RIJCOSX def2/J DEFGRID3
* xyz 1 1
C 0.86 2.03 0.28
C 0.96 1.07 -0.67
C 0.06 -0.09 -0.75
N -0.13 -0.93 -1.74
C -0.71 -0.47 0.50
O -1.71 -1.39 0.23
S 0.36 -1.26 1.77
H 1.70 2.58 0.35
H 0.03 2.09 0.97
H 1.76 0.81 -1.37
H -0.04 -0.76 -2.74
H -0.54 -1.84 -1.54
H -1.19 0.40 1.07
H -1.76 -2.06 0.94
H 0.34 -0.17 2.71
*
```



--- R ---
Here is a gas-phase ion, C4H8NOS (charge +1) from OMol25. Energies are from wB97M-V/def2-TZVPD.

## Properties
- Highest occupied orbital energy: -13.50 eV
- E_LUMO: -5.29 eV

Geometry as ORCA input:
```
! wB97M-V def2-TZVPD RIJCOSX def2/J DEFGRID3
* xyz 1 1
C 0.89 1.81 0.04
C -1.18 -0.25 -0.71
C 1.21 -0.83 -0.50
C -2.15 0.52 0.00
N -0.13 -0.75 0.21
O 1.91 -1.85 0.12
S 2.08 0.73 0.04
H 1.15 2.84 0.45
H 1.17 -1.09 -1.51
H -2.39 1.45 -0.67
H -1.92 0.83 1.08
H -3.16 0.07 -0.03
H 0.18 -0.05 0.97
H -0.45 -1.57 0.64
H 2.80 -1.86 -0.13
*
```



It comes down to Q, which is 29.3 kcal/mol more stable than the next structure.



--- P ---
Here is 4 unconnected molecules or ions with the total composition C4H17NO3 from OMol25. Energies are from wB97M-V/def2-TZVPD.

## Properties
- Highest occupied orbital energy: -8.87 eV
- SMILES string: CCCNC.O.O.O
- E_LUMO: 0.54 eV

Geometry as ORCA input:
```
! wB97M-V def2-TZVPD RIJCOSX def2/J DEFGRID3
* xyz 0 1
C -2.52 1.32 2.06
C -1.57 0.14 1.93
C -0.18 0.43 2.52
N 0.68 -0.72 2.34
C 2.14 -0.56 2.39
H -2.15 2.33 1.82
H -3.30 1.28 1.29
H -2.88 1.43 3.09
H -1.94 -0.68 2.54
H -1.35 -0.15 0.90
H 0.31 1.31 2.07
H -0.25 0.80 3.55
H 0.43 -1.47 2.95
H 2.44 -0.34 1.36
H 2.47 0.15 3.13
H 2.60 -1.53 2.59
O 1.32 -0.85 -1.81
H 0.79 -1.43 -1.21
H 1.45 -0.01 -1.33
O 3.93 1.53 -4.36
H 3.52 1.36 -3.49
H 3.21 1.38 -5.02
O -3.20 -1.55 -6.58
H -2.38 -1.97 -6.77
H -3.58 -2.19 -5.96
*
```



--- Q ---
Here is 4 unconnected molecules or ions with the total composition C4H17NO3 from OMol25. Energies are from wB97M-V/def2-TZVPD.

## Properties
- Highest occupied orbital energy: -10.11 eV
- SMILES string: CCCCN.O.O.O
- E_LUMO: 0.50 eV

Geometry as ORCA input:
```
! wB97M-V def2-TZVPD RIJCOSX def2/J DEFGRID3
* xyz 0 1
C 1.66 -1.65 -1.89
C 1.49 -1.20 -0.39
C 0.11 -1.72 -0.05
C -0.91 -0.61 -0.36
N -0.67 0.81 0.04
H 1.96 -2.63 -2.20
H 2.48 -0.97 -2.15
H 0.74 -1.46 -2.38
H 2.27 -1.64 0.17
H 1.64 -0.19 -0.34
H -0.25 -2.59 -0.64
H 0.02 -2.20 0.95
H -1.92 -0.73 0.07
H -0.94 -0.46 -1.42
H -0.30 0.84 0.93
H 0.06 1.22 -0.41
O -4.36 1.79 2.74
H -3.81 1.29 2.16
H -4.41 2.62 2.29
O -3.47 2.09 -0.24
H -3.31 2.44 -1.17
H -2.65 1.62 -0.02
O 4.74 0.78 1.30
H 4.23 1.61 1.39
H 5.60 0.96 1.62
*
```



It comes down to P, which is 11.8 kcal/mol more stable than the next structure.



--- P ---
Here is C7H8N2O in the gas phase from OMol25. Energies are from wB97M-V/def2-TZVPD.

## Properties
- Highest occupied orbital energy: -9.18 eV
- SMILES string: CC(=O)Nc1ccccn1
- E_LUMO: 0.72 eV

Geometry as ORCA input:
```
! wB97M-V def2-TZVPD RIJCOSX def2/J DEFGRID3
* xyz 0 1
C -3.38 0.34 0.23
C -2.09 -0.39 -0.17
O -2.07 -1.53 -0.47
N -1.00 0.39 0.03
C 0.36 0.06 0.03
C 1.28 1.09 -0.19
C 2.71 0.72 -0.15
C 2.97 -0.61 0.00
C 2.02 -1.46 0.08
N 0.71 -1.21 0.16
H -4.20 -0.47 -0.13
H -3.43 1.39 -0.39
H -3.53 0.24 1.22
H -1.16 1.19 0.05
H 0.87 2.17 -0.29
H 3.61 1.57 -0.39
H 4.12 -0.89 0.14
H 2.20 -2.60 0.23
*
```



--- Q ---
Here is C7H8N2O in the gas phase from OMol25. Energies are from wB97M-V/def2-TZVPD.

## Properties
- Highest occupied orbital energy: -11.15 eV
- SMILES string: CC(C)C(C#N)(C#N)C=O
- E_LUMO: -0.01 eV

Geometry as ORCA input:
```
! wB97M-V def2-TZVPD RIJCOSX def2/J DEFGRID3
* xyz 0 1
C 0.93 -1.49 -0.45
C 0.66 -0.23 0.26
C 1.46 0.95 -0.27
C -0.91 0.16 0.23
C -1.28 0.39 -1.29
N -1.55 0.62 -2.36
C -1.61 -1.01 0.74
N -2.27 -1.86 1.07
C -1.36 1.28 1.12
O -2.30 1.95 0.95
H 0.76 -1.51 -1.47
H 1.99 -1.65 -0.26
H 0.46 -2.41 -0.11
H 0.87 -0.40 1.32
H 1.49 0.84 -1.32
H 0.84 1.82 0.03
H 2.50 1.06 -0.08
H -0.67 1.49 1.88
*
```



It comes down to Q, which is 20.2 kcal/mol more stable than the next structure.



--- P ---
Here is C7H8N2O in the gas phase from OMol25. Energies are from wB97M-V/def2-TZVPD.

## Properties
- Highest occupied orbital energy: -8.82 eV
- SMILES string: C#C[C@@](C)(O)c1ncc[nH]1
- E_LUMO: 0.71 eV

Geometry as ORCA input:
```
! wB97M-V def2-TZVPD RIJCOSX def2/J DEFGRID3
* xyz 0 1
C 2.38 1.87 1.08
C 1.62 1.08 0.63
C 0.81 -0.22 0.18
C 1.28 -0.45 -1.35
O 0.93 -1.24 1.10
C -0.69 0.19 0.17
N -1.30 0.74 -0.86
C -2.61 0.92 -0.51
C -2.80 0.56 0.77
N -1.57 0.03 1.20
H 2.81 2.76 1.45
H 2.33 -0.85 -1.32
H 1.12 0.48 -1.77
H 0.56 -1.07 -1.83
H 1.82 -1.24 1.47
H -3.24 1.04 -1.39
H -3.59 0.51 1.46
H -1.45 -0.27 2.21
*
```



--- Q ---
Here is C7H8N2O in the gas phase from OMol25. Energies are from wB97M-V/def2-TZVPD.

## Properties
- Highest occupied orbital energy: -8.83 eV
- SMILES string: COn1ccc(C)c1C#N
- E_LUMO: 0.80 eV

Geometry as ORCA input:
```
! wB97M-V def2-TZVPD RIJCOSX def2/J DEFGRID3
* xyz 0 1
C 2.26 -1.31 1.07
O 0.90 -1.73 1.20
N 0.16 -0.64 0.79
C -0.02 0.48 1.46
C -0.67 1.39 0.77
C -0.99 0.81 -0.50
C -1.75 1.47 -1.58
C -0.40 -0.47 -0.48
C -0.46 -1.41 -1.50
N -0.52 -2.21 -2.33
H 2.98 -2.16 1.33
H 2.61 -0.45 1.63
H 2.52 -1.11 0.00
H 0.52 0.42 2.39
H -1.08 2.26 1.32
H -1.35 1.53 -2.62
H -2.59 0.76 -1.82
H -2.12 2.38 -1.12
*
```



It comes down to P, which is 11.0 kcal/mol more stable than the next structure.



--- P ---
Here is 2 unconnected molecules or ions with the total composition C2H10NOS2 from OMol25. Energies are from wB97M-V/def2-TZVPD.

## Properties
- Highest occupied orbital energy: -13.05 eV
- E_LUMO: -3.98 eV

Geometry as ORCA input:
```
! wB97M-V def2-TZVPD RIJCOSX def2/J DEFGRID3
* xyz 1 1
N -0.81 -0.95 -0.14
C 0.28 -0.75 -1.17
C 0.93 0.60 -0.88
S 2.24 0.36 0.32
S 3.78 -0.44 -0.86
H -0.70 -0.30 0.64
H -1.81 -0.94 -0.38
H -0.82 -1.84 0.38
H 0.87 -1.65 -1.25
H -0.23 -0.64 -2.13
H 0.14 1.30 -0.64
H 1.40 1.03 -1.74
H 3.23 -1.66 -0.84
H -2.81 2.44 3.52
H -3.00 1.27 2.57
O -2.70 2.18 2.59
*
```



--- Q ---
Here is 2 unconnected molecules or ions with the total composition C2H10NOS2 from OMol25. Energies are from wB97M-V/def2-TZVPD.

## Properties
- Highest occupied orbital energy: -13.03 eV
- E_LUMO: -3.57 eV

Geometry as ORCA input:
```
! wB97M-V def2-TZVPD RIJCOSX def2/J DEFGRID3
* xyz 1 1
N 1.05 0.61 0.26
C 0.09 -0.43 -0.18
C -1.28 -0.38 0.53
S -1.74 1.32 1.10
S -3.34 0.94 2.31
H 0.57 1.52 0.26
H 1.31 0.51 1.24
H 1.87 0.71 -0.36
H 0.03 -0.45 -1.26
H 0.49 -1.42 0.06
H -1.26 -0.99 1.43
H -2.07 -0.64 -0.16
H -2.65 0.90 3.46
H 3.10 -0.71 -2.86
H 1.63 -1.05 -3.17
O 2.19 -0.45 -2.67
*
```



It comes down to Q, which is 16.4 kcal/mol more stable than the next structure.